No. 1
An isolated molecule of C22H18N4O4S, computed with wB97M-V/def2-TZVPD.

Last column: Mulliken charge in e.
Positions of all 49 atoms, in Å:
H -0.339 1.307 -3.036  0.451
H -2.028 2.876 -2.047  0.497
N 1.135 -0.426 -1.357  -0.755
H 3.682 -0.163 -1.321  0.509
C -1.450 2.209 -1.426  -0.388
H -3.156 -3.880 -1.367  0.335
C 5.480 0.858 -0.822  -1.081
H 7.208 0.529 2.076  0.450
H -3.323 -1.491 2.378  0.463
C 6.436 0.369 1.339  -0.635
H -4.684 2.603 -0.851  0.364
O -3.166 4.451 -0.155  -0.712
C 5.412 -0.517 1.584  -0.491
H 0.919 -0.550 1.819  0.202
C -3.627 -1.041 1.446  -0.617
N 0.801 -0.335 0.842  -0.007
C -4.424 0.055 -0.958  -1.007
O 3.458 -1.636 0.976  -0.491
C 0.184 0.526 -1.102  0.851
H -3.677 0.965 2.197  0.661
C 1.470 -0.914 -0.198  0.436
H -4.738 0.481 -1.900  0.306
C -0.519 1.353 -1.974  -0.983
C -0.972 1.464 0.844  -0.685
H -3.578 -5.084 -0.124  0.240
C 2.478 -1.994 0.023  -0.868
H 1.986 -2.875 0.450  0.388
H -4.855 -4.074 -0.846  0.352
C -3.820 0.318 1.347  -0.188
S -3.040 3.215 0.556  1.169
C -1.662 2.251 -0.051  -0.025
H 5.361 -1.067 2.510  0.436
N -4.343 2.273 0.039  -0.315
C -0.039 0.599 0.298  0.302
C 4.415 -0.729 0.628  0.795
N 8.392 2.696 -0.347  -0.505
C 7.534 1.966 -0.135  0.105
C 6.480 1.063 0.127  0.306
H -1.168 1.543 1.900  0.514
C -4.244 -1.315 -0.857  -0.493
C -3.811 -4.095 -0.516  -0.872
C -3.827 -1.875 0.344  0.721
C -4.209 0.884 0.134  0.168
O -3.587 -3.202 0.548  -0.435
H -4.424 -1.926 -1.727  0.404
H 5.511 1.399 -1.755  0.433
C 4.451 -0.031 -0.576  -0.006
O -3.007 3.238 1.985  -0.646
H 2.927 -2.269 -0.938  0.349

Properties
**Lowest unoccupied orbital energy**: 0.17 eV
**SMILES string**: COc1ccc(NS(=O)(=O)c2ccc3nc(COc4ccc(C#N)cc4)[nH]c3c2)cc1


No. 2
A structure of composition C10H10O3 at a distorted geometry, computed with wB97M-V/def2-TZVPD.

Last column: Mulliken charge in e.
Positions of all 23 atoms, in Å:
C -3.098 -1.327 0.057  -0.424
C 1.611 0.022 -0.662  0.462
H -3.593 -2.434 2.043  0.208
H -3.344 -1.590 -1.050  0.388
H -0.430 1.370 1.431  0.508
H -1.528 -2.448 1.049  0.169
C 0.753 -0.540 -1.747  -0.487
H -4.034 -0.652 0.458  0.223
C 0.014 0.992 0.556  -0.976
O 2.408 1.501 0.918  -0.454
O -2.680 0.616 1.433  -0.535
H -1.295 -1.198 -1.912  0.252
C 3.532 1.350 -0.228  -0.201
C -0.887 0.152 -0.092  0.498
H 3.468 2.487 -1.058  0.237
C -2.898 -2.481 0.870  -0.821
H -3.128 -3.692 0.487  0.281
C -2.222 0.004 0.541  0.341
C -0.681 -0.394 -1.511  -0.583
H 4.730 1.239 0.171  0.258
O 3.126 -0.080 -0.806  -0.457
H 1.230 -1.046 -2.734  0.302
C 1.390 0.833 0.343  0.810

Properties
**Lowest unoccupied orbital energy**: -0.09 eV


No. 3
A structure of composition C8H16O2 at a distorted geometry, computed with wB97M-V/def2-TZVPD.

Last column: Mulliken charge in e.
Positions of all 26 atoms, in Å:
C 0.937 1.060 -1.399  -1.927
C -0.460 -2.067 -0.630  -1.511
O 1.142 1.258 0.971  -0.749
H 1.821 -1.570 -1.389  0.369
H -0.534 1.331 1.995  0.440
C -1.096 1.154 0.192  0.208
H 0.894 2.125 -1.618  0.453
C 0.559 -1.193 0.311  1.303
C -1.456 2.535 -0.363  -1.612
O -1.390 1.103 1.576  -0.609
H 0.448 -2.573 1.981  0.497
H -0.581 -1.134 2.122  0.369
C 1.624 -1.747 -0.341  -0.871
H 1.168 -0.990 2.332  0.372
C 0.385 -1.502 1.779  -1.783
C 0.418 0.820 0.019  1.503
H -1.388 -1.863 -0.103  0.396
H -0.763 3.283 0.022  0.339
H 1.989 0.782 -1.456  0.458
H -2.463 2.790 -0.031  0.401
H -0.336 -3.154 -0.622  0.367
H -1.438 2.554 -1.453  0.359
H -0.513 -1.676 -1.639  0.418
H 0.347 0.537 -2.156  0.297
H 2.404 -2.265 0.207  0.283
H -1.718 0.403 -0.309  0.230

Properties
**Lowest unoccupied orbital energy (spin up / spin down)**: -0.74 / -0.74 eV


Number 1: calculated total energy -1767.32154 a.u.. Number 2: calculated total energy -612.44367 a.u.. Number 3: calculated total energy -464.75196 a.u..